*P*
Computed, not measured: a cluster of 5 separate species, H10O5 in total, with the ωB97M-V functional and the def2-TZVPD basis.

The LUMO energy comes out at 0.1 eV. Its gap between HOMO and LUMO is 10.7 eV. Its highest occupied orbital energy is -10.58 eV. As for the SMILES: O.O.O.O.O.

CARTESIAN COORDINATES (ANGSTROEM)
O 3.18 -0.25 -0.57
H 3.36 -0.55 -1.46
H 3.77 0.50 -0.45
O -1.38 -1.99 2.06
H -0.95 -2.67 1.54
H -1.53 -1.27 1.43
O -0.85 0.58 -3.32
H 0.05 0.90 -3.21
H -1.01 0.63 -4.26
O -0.02 -0.05 0.36
H 0.83 -0.32 0.03
H -0.50 0.26 -0.41
O -1.99 1.21 2.74
H -1.87 2.15 2.90
H -1.10 0.87 2.61



*Q*
Computed, not measured: a cluster of 5 separate species, H10O5 in total, with the ωB97M-V functional and the def2-TZVPD basis.

The LUMO energy comes out at 0.6 eV. Its gap between HOMO and LUMO is 11.9 eV. Its highest occupied orbital energy is -11.29 eV. As for the SMILES: O.O.O.O.O.

CARTESIAN COORDINATES (ANGSTROEM)
O 1.73 -0.22 1.92
H 1.22 0.65 1.93
H 2.61 0.10 2.19
O -1.53 1.47 -1.37
H -1.72 0.52 -1.53
H -2.35 1.81 -0.96
O 0.70 -2.13 0.12
H 1.23 -1.43 0.47
H 0.17 -2.20 0.92
O -1.01 -1.50 -2.04
H -0.57 -1.50 -1.17
H -0.20 -1.42 -2.59
O 0.13 1.73 0.87
H -0.08 2.59 1.17
H -0.32 1.54 0.06



Winner for stability: *Q*



*P*
Computed, not measured: a cluster of 5 separate species, H10O5 in total, with the ωB97M-V functional and the def2-TZVPD basis.

The LUMO energy comes out at 0.2 eV. Its gap between HOMO and LUMO is 10.8 eV. Its highest occupied orbital energy is -10.64 eV. As for the SMILES: O.O.O.O.O.

CARTESIAN COORDINATES (ANGSTROEM)
O -1.04 2.43 -1.85
H -1.34 1.54 -1.63
H -0.20 2.50 -1.39
O -0.05 -2.26 -0.38
H -0.61 -2.50 -1.13
H 0.84 -2.55 -0.63
O -0.52 0.23 3.61
H 0.28 0.51 4.07
H -1.10 1.00 3.64
O -0.55 0.46 0.67
H -0.34 0.26 1.59
H -0.31 -0.35 0.19
O 1.55 -0.12 -2.48
H 2.43 -0.47 -2.31
H 0.95 -0.68 -1.98



*Q*
Computed, not measured: a cluster of 5 separate species, H10O5 in total, with the ωB97M-V functional and the def2-TZVPD basis.

The LUMO energy comes out at 0.4 eV. Its gap between HOMO and LUMO is 11.1 eV. Its highest occupied orbital energy is -10.71 eV. As for the SMILES: O.O.O.O.O.

CARTESIAN COORDINATES (ANGSTROEM)
O -0.64 -0.38 -0.79
H 0.20 -0.76 -0.50
H -1.13 -0.26 0.03
O -1.92 0.64 2.39
H -1.44 1.45 2.63
H -2.65 0.94 1.84
O 2.49 -0.80 -1.73
H 2.66 -0.02 -1.19
H 3.14 -1.45 -1.43
O 0.13 -1.35 2.08
H -0.72 -0.90 2.13
H -0.06 -2.29 2.22
O -0.30 1.94 -2.75
H -0.30 1.00 -2.51
H 0.55 2.26 -2.45



*R*
Computed, not measured: a cluster of 5 separate species, H10O5 in total, with the ωB97M-V functional and the def2-TZVPD basis.

The LUMO energy comes out at 0.5 eV. Its gap between HOMO and LUMO is 11.1 eV. Its highest occupied orbital energy is -10.57 eV. As for the SMILES: O.O.O.O.O.

CARTESIAN COORDINATES (ANGSTROEM)
O 1.46 -1.34 -0.22
H 0.61 -1.45 -0.62
H 1.43 -1.81 0.59
O -1.24 -1.26 0.61
H -2.06 -0.93 0.28
H -1.38 -2.05 1.17
O -2.68 0.61 -0.33
H -1.98 1.24 -0.66
H -3.53 0.95 -0.62
O -0.08 1.59 0.16
H -0.36 0.66 0.26
H 0.93 1.49 -0.08
O 2.73 1.09 -0.33
H 2.58 0.07 -0.37
H 3.56 1.14 0.16



Winner for stability: *R*



*P*
Computed, not measured: a cluster of 5 separate species, H10O5 in total, with the ωB97M-V functional and the def2-TZVPD basis.

The LUMO energy comes out at 0.1 eV. Its gap between HOMO and LUMO is 10.6 eV. Its highest occupied orbital energy is -10.47 eV. As for the SMILES: O.O.O.O.O.

CARTESIAN COORDINATES (ANGSTROEM)
O -3.47 0.15 -1.57
O -2.83 1.15 1.02
O 0.03 1.57 0.87
O 4.53 -2.15 -0.53
O 2.06 -0.90 0.29
H -3.08 0.62 -2.31
H -3.62 1.61 0.78
H -0.86 1.45 0.50
H 3.68 -1.73 -0.33
H 1.78 -0.19 0.86
H -4.39 -0.05 -1.74
H -2.72 0.44 0.36
H -0.13 2.09 1.66
H 5.12 -1.89 0.17
H 1.42 -1.18 -0.35



*Q*
Computed, not measured: a cluster of 5 separate species, H10O5 in total, with the ωB97M-V functional and the def2-TZVPD basis.

The LUMO energy comes out at 0.2 eV. Its gap between HOMO and LUMO is 11.2 eV. Its highest occupied orbital energy is -11.05 eV. As for the SMILES: O.O.O.O.O.

CARTESIAN COORDINATES (ANGSTROEM)
H -0.46 0.57 0.45
H -0.88 -0.89 0.51
H -2.07 -0.91 -1.16
H -3.41 -0.73 -0.45
H -2.60 0.80 -0.25
H -2.06 2.18 0.09
H 2.76 -2.10 -0.08
H 1.92 -1.36 0.95
H 3.59 0.54 -0.75
H 2.70 1.62 -0.17
O -0.15 -0.30 0.72
O -2.59 -1.24 -0.42
O -2.87 1.66 0.09
O 2.05 -1.46 0.00
O 3.63 1.37 -0.27



Winner for stability: *P*



*P*
Computed, not measured: the ion C4H11N3 with charge +2, with the ωB97M-V functional and the def2-TZVPD basis.

The LUMO energy comes out at -9.1 eV. The net charge is +2. Its gap between HOMO and LUMO is 9.8 eV. Its highest occupied orbital energy is -18.93 eV. As for the SMILES: [H]/N=C/[NH+]=C/CC[NH3+].

CARTESIAN COORDINATES (ANGSTROEM)
C 2.65 -1.27 1.66
C 0.82 -0.67 0.49
C -0.12 0.38 0.13
C -1.24 0.04 -0.90
N 3.15 -1.44 0.50
N 1.39 -0.63 1.72
N -2.11 1.18 -1.21
H 3.17 -1.32 2.61
H 1.55 -1.30 -0.18
H 0.63 1.04 -0.30
H -0.52 0.88 0.95
H -0.79 -0.38 -1.79
H -1.97 -0.72 -0.56
H 3.97 -2.05 0.61
H 1.12 0.18 2.37
H -1.77 1.74 -1.99
H -2.20 1.92 -0.47
H -3.12 0.98 -1.54



*Q*
Computed, not measured: the ion C4H11N3 with charge +2, with the ωB97M-V functional and the def2-TZVPD basis.

The LUMO energy comes out at -7.9 eV. The net charge is +2. Its gap between HOMO and LUMO is 11.4 eV. Its highest occupied orbital energy is -19.27 eV. As for the SMILES: CN1C[NH2+]CC1=[NH2+].

CARTESIAN COORDINATES (ANGSTROEM)
C -0.45 0.78 0.23
C 0.99 1.30 0.19
C 1.18 -1.08 0.07
C -1.48 -1.47 -0.22
N -0.49 -0.49 0.02
N -1.52 1.46 0.52
N 1.74 0.15 -0.46
H 1.17 2.08 -0.55
H 1.29 1.71 1.17
H 1.42 -1.31 1.15
H 1.25 -1.97 -0.59
H -1.31 -1.84 -1.30
H -1.39 -2.24 0.47
H -2.47 -1.05 -0.08
H -1.74 2.44 0.59
H -2.43 1.01 0.62
H 1.50 0.37 -1.43
H 2.73 0.15 -0.40



*R*
Computed, not measured: a cluster of 2 separate species, C4H11N3 in total, with the ωB97M-V functional and the def2-TZVPD basis.

The LUMO energy comes out at -12.1 eV. The net charge is +2. Its gap between HOMO and LUMO is 8.2 eV. Its highest occupied orbital energy is -20.28 eV.

CARTESIAN COORDINATES (ANGSTROEM)
C 0.98 -0.64 0.12
C 1.24 -2.15 0.23
C 1.82 1.62 -0.05
C -3.48 0.55 -0.05
N -1.21 -0.22 -0.96
N 1.87 0.28 0.27
N -0.24 -0.31 -0.43
H 0.78 -2.61 -0.54
H 2.26 -2.33 0.04
H 1.09 -2.73 1.17
H 0.94 2.16 0.17
H 2.20 2.06 -0.96
H 2.61 1.97 0.69
H -4.04 -0.19 0.53
H -2.29 0.41 -0.10
H -3.68 0.68 -1.12
H -3.62 1.58 0.35
H 2.75 -0.12 0.63



*S*
Computed, not measured: a structure of composition C4H11N3, with the ωB97M-V functional and the def2-TZVPD basis.

The LUMO energy comes out at -7.3 eV. The net charge is +2. Its gap between HOMO and LUMO is 12.2 eV. Its highest occupied orbital energy is -19.56 eV.

CARTESIAN COORDINATES (ANGSTROEM)
C 3.07 0.16 -0.35
C 1.33 -0.09 0.53
C 0.05 -0.46 -0.25
C -1.09 0.41 0.22
N 2.12 1.05 -0.07
N 2.51 -0.90 0.11
N -2.49 -0.04 -0.15
H 3.95 0.40 -0.83
H 1.11 -0.20 1.54
H -0.06 -1.44 -0.02
H 0.44 -0.15 -1.30
H -1.23 0.48 1.23
H -1.06 1.40 -0.01
H 2.19 1.94 0.38
H 2.87 -1.86 0.01
H -2.87 -0.92 0.25
H -2.58 -0.15 -1.22
H -3.26 0.60 -0.02



Winner for stability: *S*



*P*
Computed, not measured: a cluster of 9 separate species, H16NO11 in total, with the ωB97M-V functional and the def2-TZVPD basis.

The LUMO energy comes out at 3.0 eV. The net charge is -1. Its gap between HOMO and LUMO is 9.9 eV. Its highest occupied orbital energy is -6.99 eV.

CARTESIAN COORDINATES (ANGSTROEM)
N -0.18 0.21 0.27
O 1.01 0.13 0.00
O -0.82 1.22 0.16
O -0.70 -0.89 0.48
O -0.16 -3.84 0.74
H 0.70 -4.26 0.66
H 0.01 -2.91 0.61
O -0.75 2.88 -2.36
H -1.08 2.33 -1.64
H 0.14 2.58 -2.50
O 3.33 1.48 -0.80
H 3.01 0.60 -0.64
H 2.61 1.92 -1.24
O -1.61 -0.19 -2.60
H -1.46 -0.90 -3.23
H -1.24 -0.52 -1.78
O -3.70 -1.43 0.35
H -3.74 -0.79 -0.36
H -2.79 -1.39 0.66
O -0.74 -1.62 3.49
H -0.78 -1.82 2.55
H -0.75 -0.67 3.53
O 0.25 4.05 0.87
H 0.75 4.44 0.16
H 0.23 3.11 0.66
O 2.99 -1.55 0.50
H 2.34 -1.00 0.08
H 3.11 -1.16 1.37



*Q*
Computed, not measured: a cluster of 9 separate species, H16NO11 in total, with the ωB97M-V functional and the def2-TZVPD basis.

The LUMO energy comes out at 3.1 eV. The net charge is -1. Its gap between HOMO and LUMO is 10.3 eV. Its highest occupied orbital energy is -7.25 eV.

CARTESIAN COORDINATES (ANGSTROEM)
N -0.21 0.12 0.43
O 0.18 -0.94 -0.21
O 0.51 1.01 0.77
O -1.45 0.32 0.40
O -2.24 2.45 2.37
H -1.59 3.20 2.26
H -1.68 2.06 1.73
O 1.89 1.87 -1.68
H 2.59 2.52 -1.70
H 1.65 1.57 -0.78
O 3.03 1.85 1.89
H 2.74 2.31 2.65
H 2.18 1.45 1.44
O -2.17 -2.16 1.77
H -1.89 -1.32 1.21
H -1.36 -2.48 2.10
O -4.47 0.47 0.02
H -4.67 0.47 -0.98
H -3.56 0.38 0.07
O -0.68 -0.61 -2.99
H -0.98 -0.97 -2.12
H -1.41 -1.00 -3.60
O 1.49 -3.50 -0.27
H 1.11 -2.58 -0.09
H 2.34 -3.47 -0.59
O 3.12 -0.73 -1.18
H 3.38 -1.36 -1.80
H 2.17 -0.92 -1.14



Winner for stability: *P*



*P*
Computed, not measured: the molecule C2H4NO2P, with the ωB97M-V functional and the def2-TZVPD basis.

The LUMO energy comes out at 0.0 eV. Its gap between HOMO and LUMO is 10.0 eV. Its highest occupied orbital energy is -10.00 eV. As for the SMILES: CC(=O)/N=P/O.

CARTESIAN COORDINATES (ANGSTROEM)
C 1.35 0.02 -0.37
C 0.03 0.89 -0.45
N 0.97 -1.28 -0.25
O 2.48 0.45 -0.24
O 0.06 -3.59 0.58
P 0.53 -2.66 -0.68
H 0.26 1.84 -0.99
H -0.66 0.41 -0.99
H -0.19 1.04 0.66
H 0.01 -3.28 1.53



*Q*
Computed, not measured: a structure of composition C2H4NO2P, with the ωB97M-V functional and the def2-TZVPD basis.

The LUMO energy comes out at -0.8 eV. Its gap between HOMO and LUMO is 8.5 eV. Its highest occupied orbital energy is -9.33 eV.

CARTESIAN COORDINATES (ANGSTROEM)
C 0.72 0.15 -0.58
C 0.13 0.82 -1.57
N -0.01 -0.52 -1.75
O 0.17 1.51 1.78
O -1.33 -0.48 1.07
P -0.21 0.36 0.94
H 0.74 -1.66 1.83
H 0.01 1.82 -1.89
H 0.64 -0.88 1.71
H -0.87 -1.11 -1.55



*R*
Computed, not measured: a cluster of 2 separate species, C2H4NO2P in total, with the ωB97M-V functional and the def2-TZVPD basis.

The LUMO energy (spin up / spin down) comes out at -0.9 / -1.1 eV. Its gap between HOMO and LUMO (spin up / spin down) is 8.2 / 8.3 eV. Its highest occupied orbital energy (spin up / spin down) is -9.11 / -9.39 eV.

CARTESIAN COORDINATES (ANGSTROEM)
C 0.13 0.67 0.84
C 0.10 0.50 -0.66
N 0.76 -0.60 0.26
O -0.93 0.26 -2.48
O -1.48 -1.43 0.61
P -1.67 0.06 0.52
H 0.67 1.47 1.46
H 0.55 1.11 -1.39
H 1.81 -0.65 0.39
H 0.05 -1.38 0.45



Winner for stability: *P*